(1)
{"formula": "C22H33N3O", "method": "ωB97M-V/def2-TZVPD", "symbols": ["C", "C", "C", "C", "C", "C", "C", "O", "C", "C", "H", "H", "H", "H", "H", "H", "H", "H", "C", "C", "C", "N", "N", "N", "C", "C", "C", "C", "C", "C", "C", "C", "C", "C", "H", "H", "H", "H", "H", "H", "H", "H", "H", "H", "H", "H", "H", "H", "H", "H", "H", "H", "H", "H", "H", "H", "H", "H", "H"], "xyz": [[-5.04, 1.75, -4.78], [-4.19, 0.64, -4.75], [-2.80, 0.84, -4.70], [-2.26, 2.13, -4.71], [-0.80, 2.41, -4.93], [0.21, 1.36, -4.66], [0.12, 0.44, -3.68], [-0.44, 3.51, -5.36], [-3.13, 3.23, -4.71], [-4.51, 3.05, -4.74], [-6.12, 1.60, -4.83], [-4.59, -0.37, -4.77], [-2.13, -0.02, -4.65], [1.15, 1.51, -5.20], [0.90, -0.31, -3.55], [-0.73, 0.43, -3.00], [-2.71, 4.24, -4.69], [-5.17, 3.92, -4.75], [1.08, -2.57, -1.30], [2.23, -2.30, -0.36], [2.80, -3.54, 0.31], [1.79, -1.47, 0.76], [1.45, -2.08, 1.88], [0.98, -1.09, 2.68], [0.43, -1.61, 3.96], [1.57, -2.36, 4.63], [-0.74, -2.52, 3.62], [1.00, 0.11, 2.07], [0.59, 1.39, 2.80], [0.85, 2.60, 1.90], [1.41, 1.55, 4.08], [-0.90, 1.34, 3.13], [1.51, -0.11, 0.77], [1.77, 0.66, -0.35], [1.43, -3.18, -2.13], [0.28, -3.11, -0.77], [0.68, -1.63, -1.70], [3.00, -1.74, -0.88], [3.16, -4.24, -0.44], [3.66, -3.25, 0.93], [2.06, -4.01, 0.95], [0.11, -0.77, 4.57], [1.22, -2.80, 5.57], [1.93, -3.15, 3.97], [2.40, -1.68, 4.85], [-1.15, -2.96, 4.54], [-1.53, -1.95, 3.13], [-0.40, -3.31, 2.95], [0.26, 2.52, 0.98], [0.58, 3.53, 2.41], [1.92, 2.64, 1.64], [1.26, 0.71, 4.77], [2.47, 1.62, 3.83], [1.11, 2.47, 4.60], [-1.15, 0.49, 3.78], [-1.20, 2.26, 3.65], [-1.49, 1.26, 2.21], [1.61, 1.73, -0.29], [2.19, 0.18, -1.22]], "mulliken_charge": [-0.30, -0.75, -0.16, 0.31, 0.39, -0.37, -0.64, -0.60, -0.39, -0.49, 0.36, 0.36, 0.51, 0.37, 0.24, 0.44, 0.38, 0.36, -0.87, 0.11, -1.51, 0.64, -0.88, 0.84, 0.10, -1.45, -1.45, -0.42, 1.83, -2.41, -1.49, -1.48, 2.19, -2.19, 0.39, 0.31, -0.07, 0.34, 0.47, 0.39, 0.27, 0.36, 0.43, 0.33, 0.34, 0.42, 0.35, 0.32, 0.40, 0.46, 0.45, 0.29, 0.35, 0.44, 0.26, 0.45, 0.35, 0.21, 0.12], "de_lowest_ev": 5.421, "orbital_gap_ev": 5.922}

(2)
{"formula": "C45H70N6OS2", "method": "ωB97M-V/def2-TZVPD", "symbols": ["H", "N", "C", "C", "C", "C", "C", "C", "S", "C", "C", "C", "C", "N", "C", "C", "C", "O", "C", "C", "S", "C", "C", "C", "C", "C", "C", "C", "C", "C", "C", "C", "C", "C", "C", "C", "C", "C", "C", "N", "H", "H", "H", "H", "H", "H", "H", "H", "H", "H", "H", "H", "H", "H", "H", "H", "H", "H", "H", "H", "H", "H", "H", "H", "H", "H", "H", "H", "H", "H", "H", "H", "H", "H", "H", "H", "H", "H", "H", "H", "H", "H", "H", "H", "H", "H", "H", "H", "C", "C", "C", "C", "N", "H", "H", "H", "H", "H", "H", "H", "C", "C", "C", "C", "N", "H", "H", "H", "H", "H", "H", "H", "C", "C", "C", "C", "N", "H", "H", "H", "H", "H", "H", "H"], "xyz": [[-3.68, 4.05, 1.77], [-3.64, 4.54, 0.88], [-4.35, 3.97, 0.01], [-4.47, 4.58, -1.35], [-5.13, 2.68, 0.36], [-4.27, 1.44, 0.36], [-3.73, 0.92, 1.54], [-3.93, 1.47, 2.93], [-5.64, 1.52, 3.53], [-6.24, -0.15, 3.20], [-6.00, -1.13, 4.37], [-2.91, -0.21, 1.45], [-2.60, -0.82, 0.25], [-1.74, -1.97, 0.16], [-2.38, -3.23, 0.60], [-0.45, -1.78, 0.65], [0.47, -2.96, 0.51], [-0.05, -0.75, 1.11], [-3.15, -0.33, -0.93], [-3.98, 0.79, -0.85], [-4.74, 1.34, -2.36], [-3.42, 1.00, -3.50], [-3.24, 1.83, -4.59], [-2.23, 1.55, -5.50], [-1.41, 0.46, -5.27], [-1.57, -0.38, -4.16], [-0.60, -1.52, -3.99], [0.46, -1.20, -2.90], [1.76, -0.62, -3.49], [1.96, 0.85, -3.17], [2.40, 1.12, -1.72], [3.44, 2.24, -1.67], [4.02, 2.52, -0.27], [5.38, 1.83, -0.01], [5.37, 0.74, 1.10], [5.35, -0.66, 0.49], [4.58, -1.66, 1.37], [4.79, -3.09, 0.89], [-2.62, -0.11, -3.26], [-2.85, -0.95, -2.15], [-5.46, 4.41, -1.76], [-3.71, 4.19, -2.02], [-4.32, 5.65, -1.26], [-5.60, 2.87, 1.31], [-5.93, 2.58, -0.37], [-3.31, 0.92, 3.63], [-3.58, 2.49, 2.98], [-7.31, -0.02, 3.08], [-5.87, -0.53, 2.25], [-6.92, -1.34, 4.90], [-5.64, -2.08, 3.98], [-5.29, -0.70, 5.06], [-2.48, -0.64, 2.34], [-1.87, -3.68, 1.44], [-2.34, -3.97, -0.20], [-3.43, -3.08, 0.82], [1.36, -2.64, 0.00], [0.74, -3.36, 1.48], [0.02, -3.75, -0.09], [-3.90, 2.68, -4.75], [-2.11, 2.19, -6.36], [-0.62, 0.25, -5.98], [-0.07, -1.68, -4.92], [-1.11, -2.45, -3.73], [0.70, -2.11, -2.35], [0.08, -0.48, -2.17], [1.81, -0.79, -4.57], [2.62, -1.16, -3.08], [1.08, 1.44, -3.43], [2.78, 1.22, -3.80], [2.79, 0.21, -1.26], [1.53, 1.48, -1.17], [4.25, 2.08, -2.38], [2.93, 3.14, -1.99], [3.30, 2.29, 0.51], [4.21, 3.59, -0.23], [5.78, 1.38, -0.91], [6.09, 2.59, 0.32], [6.28, 0.85, 1.69], [4.54, 0.90, 1.77], [6.36, -1.04, 0.37], [4.84, -0.64, -0.47], [3.54, -1.35, 1.34], [4.91, -1.58, 2.41], [4.16, -3.34, 0.04], [5.82, -3.20, 0.55], [4.63, -3.83, 1.66], [-2.11, -1.63, -2.04], [6.25, -4.27, -4.56], [5.26, -3.15, -4.86], [5.90, -1.76, -4.77], [6.32, -1.42, -3.41], [6.62, -1.17, -2.34], [6.63, -4.21, -3.54], [5.77, -5.24, -4.69], [7.10, -4.22, -5.24], [4.42, -3.21, -4.16], [4.85, -3.28, -5.86], [5.18, -1.00, -5.10], [6.75, -1.69, -5.44], [0.79, -7.35, 3.31], [1.38, -6.85, 4.62], [2.20, -5.57, 4.45], [3.41, -5.78, 3.66], [4.35, -5.95, 3.03], [1.58, -7.62, 2.60], [0.17, -8.23, 3.47], [0.17, -6.58, 2.84], [2.00, -7.63, 5.06], [0.57, -6.65, 5.32], [2.50, -5.18, 5.43], [1.59, -4.79, 3.98], [-3.47, 8.90, 5.04], [-3.22, 8.54, 3.58], [-4.28, 7.59, 3.01], [-4.25, 6.28, 3.64], [-4.22, 5.22, 4.09], [-3.41, 8.02, 5.69], [-2.72, 9.62, 5.39], [-4.45, 9.35, 5.17], [-2.23, 8.09, 3.48], [-3.21, 9.45, 2.98], [-4.12, 7.46, 1.94], [-5.27, 8.03, 3.14]], "mulliken_charge": [0.18, -0.78, 1.01, -1.19, -1.89, 0.89, -0.23, -1.13, -0.13, -0.30, -1.13, 0.10, -0.47, 0.62, -1.07, 0.73, -1.06, -0.61, -1.05, 1.40, -0.36, 0.89, -0.80, -0.94, -0.49, 1.12, -2.30, 0.77, -1.13, -1.26, 0.10, -1.03, -0.92, -0.75, -1.04, 0.25, -0.41, -0.98, -0.33, -0.44, 0.33, 0.16, 0.40, 0.50, 0.67, 0.46, 0.27, 0.53, 0.11, 0.33, 0.29, 0.32, 0.42, 0.35, 0.32, 0.38, 0.00, 0.20, 0.46, 0.44, 0.40, 0.35, 0.70, 0.42, 0.13, 0.17, 0.53, 0.23, 0.35, 0.68, -0.13, 0.36, 0.43, 0.39, 0.51, 0.38, 0.35, 0.50, 0.37, 0.39, 0.49, -0.33, 0.17, 0.32, 0.21, 0.43, 0.09, 0.32, -1.27, -0.21, -0.50, 0.28, -0.44, 0.34, 0.36, 0.32, 0.13, 0.38, 0.22, 0.40, -1.00, -0.43, -0.18, 0.22, -0.48, 0.35, 0.33, 0.17, 0.31, 0.30, 0.30, 0.11, -1.13, -0.48, -0.29, 0.26, -0.44, 0.33, 0.34, 0.30, 0.30, 0.33, 0.17, 0.35], "smiles": "[H]/N=C(/C)Cc1c(CSCC)cc(N(C)C(C)=O)c2c1Sc1cccc(CCCCCCCCCCCC)c1N2.CCCC#N.CCCC#N.CCCC#N", "orbital_gap_ev": 7.912}

(3)
{"formula": "C19H20CrN2", "method": "ωB97M-V/def2-TZVPD", "symbols": ["C", "C", "C", "C", "C", "Cr", "N", "C", "C", "H", "H", "H", "H", "H", "H", "H", "H", "H", "H", "C", "C", "C", "C", "C", "C", "N", "C", "C", "C", "C", "C", "C", "H", "H", "H", "H", "H", "H", "H", "H", "H", "H"], "xyz": [[-0.75, -3.25, -0.76], [-1.13, -2.41, -1.83], [-1.86, -1.30, -1.30], [-2.13, -1.56, 0.04], [-1.35, -2.77, 0.55], [0.84, -1.61, -0.41], [-0.20, -2.36, 1.43], [2.29, -1.13, -1.91], [1.12, -1.45, -2.63], [-2.23, -0.46, -1.90], [-0.96, -2.58, -2.89], [-3.00, -1.15, 0.55], [-2.01, -3.44, 1.13], [-0.34, -4.27, -0.87], [1.06, -2.40, -3.17], [2.63, -0.07, -1.85], [0.41, -3.12, 1.83], [0.40, -0.68, -2.95], [3.11, -1.89, -1.91], [-2.18, 1.51, 3.49], [-1.63, 0.22, 3.58], [-0.85, -0.27, 2.53], [-0.60, 0.54, 1.42], [-1.19, 1.81, 1.32], [-1.98, 2.29, 2.35], [0.26, 0.14, 0.39], [0.98, 1.20, -0.23], [0.69, 1.61, -1.55], [1.50, 2.55, -2.17], [2.58, 3.11, -1.46], [2.81, 2.78, -0.12], [1.99, 1.85, 0.51], [-2.76, 1.90, 4.35], [-1.81, -0.36, 4.49], [-0.40, -1.36, 2.47], [-0.98, 2.44, 0.43], [-2.41, 3.27, 2.27], [-0.15, 1.13, -2.06], [1.28, 2.84, -3.20], [3.22, 3.83, -1.96], [3.62, 3.26, 0.43], [2.13, 1.57, 1.55]], "mulliken_charge": [-1.11, -0.43, -0.19, -0.57, 0.21, 0.26, -0.67, -0.85, -0.41, 0.44, 0.61, 0.37, 0.48, 0.41, 0.39, 0.12, 0.18, 0.29, 0.25, -0.37, -0.56, 0.02, -0.28, -0.02, -0.78, 0.14, -0.60, 0.46, -0.88, -0.44, -0.68, 0.02, 0.28, 0.39, -0.03, 0.30, 0.39, 0.39, 0.35, 0.35, 0.35, 0.43], "charge": -1, "spin_multiplicity": 4, "orbital_gap_ev": [5.908, 5.466]}